# 1
Here is 4 unconnected molecules or ions with the total composition C7H18O3 in a non-equilibrium geometry from OMol25. Energies are from ωB97M-V with the def2-TZVPD basis set.

```
28
Properties=species:S:1:pos:R:3:forces:R:3
C -2.5730 0.5068 0.0109 0.28 -0.72 0.03
C -2.2012 0.0192 -1.3977 0.01 1.16 -0.16
C -0.7395 0.1333 -1.6841 0.31 -1.33 0.81
C -0.2273 0.4994 -2.9075 -0.22 0.10 -0.79
C 2.2682 -1.1595 0.3601 0.69 -0.73 0.40
C 1.2211 -0.9975 -0.6618 0.22 0.16 0.28
C 0.2195 -0.0732 -0.6035 -0.48 1.24 -1.18
H -3.6522 0.4340 0.1288 0.07 0.39 0.09
H -2.1648 1.4947 0.2269 -0.42 0.19 -0.20
H -2.1331 -0.1579 0.7603 -0.09 -0.12 -0.04
H -2.5416 -1.0113 -1.5377 0.41 -0.26 0.13
H -2.7286 0.5617 -2.1822 -0.18 0.19 0.10
H -0.9019 0.8257 -3.6989 0.09 0.01 0.18
H 0.8321 0.6074 -3.1161 -0.04 -0.30 0.17
H 2.8734 -2.0538 0.1905 -0.16 0.10 -0.14
H 2.9761 -0.3266 0.3593 -0.09 0.09 -0.15
H 1.9199 -1.2319 1.3960 -0.30 0.25 -0.16
H 1.1935 -1.7349 -1.4624 0.05 0.26 -0.17
H 0.1185 0.7145 0.1453 0.10 -0.70 0.68
H 0.0026 3.0877 2.9631 -0.15 -0.16 -0.04
H -0.6281 1.7314 2.5539 0.13 0.19 0.27
O 0.1676 2.2714 2.4737 -0.15 0.06 -0.22
H 2.7020 1.3786 1.1321 0.26 0.21 0.21
H 2.1770 2.1515 2.2956 0.27 -0.30 0.19
O 2.9509 1.6238 2.0327 -0.46 0.14 -0.38
H -0.2274 -3.8334 1.0256 -0.08 0.27 -0.11
H -0.1913 -2.4552 0.3036 0.06 -0.32 0.08
O -0.7122 -3.0059 0.8934 -0.11 -0.06 0.10
```
Positions in Å, forces in eV/Å.

Largest force on an atom   1.774 eV/Å
Net charge   +1
Spin multiplicity   2
HOMO-LUMO gap (spin up / spin down)   9.613 / 5.547 eV
HOMO (spin up / spin down)   -13.92 / -13.92 eV
E_tot   -502.85622 Ha
ΔE to the lowest compared entry with this formula, charge and spin   0.744 eV

***

# 2
Here is a molecular structure, C40H39F5IrN2O2S4 from OMol25. Energies are from ωB97M-V with the def2-TZVPD basis set.

```
93
Properties=species:S:1:pos:R:3:forces:R:3
Ir -0.0512 -0.8113 0.1718 -0.06 -0.21 0.33
C 1.9780 -2.2374 -3.5133 0.01 -0.01 -0.01
C 1.5811 -0.8423 -3.0323 0.01 0.02 -0.03
C 1.2757 0.0771 -4.2198 -0.03 -0.02 -0.01
C 2.6209 -0.1828 -2.1552 0.06 0.01 0.00
C 3.9638 -0.2986 -2.4872 -0.01 0.02 -0.02
C 4.9263 0.4442 -1.8266 0.00 0.02 0.01
C 4.5499 1.3231 -0.8301 -0.01 -0.01 0.00
C 3.2236 1.4489 -0.4252 -0.03 0.07 -0.07
C 2.9172 2.4800 0.6582 0.08 -0.01 -0.01
C 3.1405 3.8956 0.1072 -0.05 0.00 -0.02
C 3.7586 2.3080 1.9239 -0.02 0.11 0.09
C 2.2681 0.6571 -1.0903 -0.08 0.11 -0.06
N 0.8723 0.7544 -0.7015 0.14 -0.30 -0.55
C 0.4059 1.9603 -0.6487 0.06 -0.01 0.13
C -0.7888 2.4762 -0.0785 0.05 0.06 0.14
C -0.8932 3.8834 -0.0261 0.01 -0.03 -0.01
C -2.0245 4.5021 0.4297 -0.03 -0.02 -0.01
C -3.1061 3.6955 0.8222 0.04 0.00 0.05
C -3.0450 2.3282 0.7634 0.04 0.04 0.14
C -1.8704 1.6592 0.3315 0.04 -0.03 0.07
N -1.7990 0.3180 0.2486 -0.02 0.01 0.28
C -3.0452 -0.3887 0.1314 0.16 0.05 -0.03
C -3.7918 -0.2995 -1.0612 0.02 -0.02 -0.06
C -4.9273 -1.0971 -1.1877 -0.01 -0.05 0.00
C -5.3301 -1.9711 -0.1976 -0.01 0.02 -0.02
C -4.6035 -2.0274 0.9746 0.00 0.12 0.05
C -3.4787 -1.2286 1.1679 -0.10 -0.10 0.05
C -2.7867 -1.3724 2.5112 0.05 0.02 -0.08
C -1.6171 -2.3478 2.3990 -0.27 -0.15 0.02
C -2.4197 -0.0701 3.2198 -0.17 0.13 0.01
C -3.5299 0.5807 -2.2855 -0.05 0.04 0.00
C -4.4111 1.8366 -2.2349 0.01 0.04 -0.03
C -2.1050 0.9784 -2.6564 0.07 0.05 -0.06
H 1.0991 -2.7585 -3.8975 -0.01 0.00 -0.03
H 2.4013 -2.8350 -2.7038 0.00 0.01 -0.04
H 2.7088 -2.1933 -4.3235 0.01 -0.01 0.01
H 0.6661 -0.9465 -2.4573 0.03 0.04 -0.02
H 2.1746 0.2360 -4.8199 -0.01 0.00 0.00
H 0.9148 1.0522 -3.8860 0.01 0.00 0.01
H 0.5095 -0.3655 -4.8598 -0.01 0.00 0.00
H 4.2555 -0.9554 -3.2962 0.00 0.00 -0.01
H 5.9683 0.3547 -2.1056 0.00 -0.01 0.01
H 5.3071 1.9198 -0.3379 0.00 -0.01 0.00
H 1.8758 2.3890 0.9623 0.04 -0.06 0.09
H 4.1963 4.0644 -0.1136 0.00 -0.02 0.00
H 2.8290 4.6400 0.8421 0.00 0.00 0.00
H 2.5869 4.0767 -0.8166 0.02 0.02 -0.02
H 4.8269 2.3521 1.7065 0.01 -0.01 0.02
H 3.5513 1.3696 2.4255 0.01 0.23 0.05
H 3.5303 3.1159 2.6218 0.00 0.03 -0.03
H 1.0634 2.7094 -1.0787 -0.04 -0.01 -0.04
H -0.0467 4.4725 -0.3614 0.01 0.00 0.01
H -2.0908 5.5796 0.4758 0.00 0.00 0.01
H -4.0166 4.1599 1.1815 0.00 0.01 -0.01
H -3.9007 1.7389 1.0620 0.01 -0.01 0.00
H -5.4930 -1.0458 -2.1111 0.00 0.01 0.00
H -6.2038 -2.5945 -0.3372 0.00 0.00 0.00
H -4.9197 -2.6846 1.7767 0.01 -0.01 -0.01
H -3.5308 -1.8553 3.1514 0.06 -0.11 0.00
H -0.8137 -1.9236 1.7659 0.23 -0.02 0.02
H -1.9248 -3.2887 1.9407 0.02 0.02 -0.05
H -1.1595 -2.5484 3.3678 0.04 0.00 -0.11
H -1.5511 0.4212 2.7877 -0.05 -0.01 -0.03
H -2.1932 -0.2829 4.2642 -0.12 0.06 -0.06
H -3.2597 0.6251 3.1996 -0.05 -0.01 -0.05
H -3.8917 -0.0253 -3.1208 -0.03 0.00 0.00
H -4.0671 2.5184 -1.4551 -0.06 -0.05 -0.12
H -5.4527 1.5854 -2.0319 -0.01 -0.01 -0.01
H -4.3648 2.3651 -3.1895 0.00 -0.01 -0.01
H -1.7320 1.7945 -2.0394 -0.09 -0.11 -0.21
H -2.1104 1.3350 -3.6889 0.00 0.00 -0.02
H -1.3986 0.1516 -2.6038 0.00 -0.04 0.00
O 0.1667 -7.3937 -1.3752 0.00 0.01 0.01
C 0.1682 -6.2200 -1.1673 -0.01 0.00 0.00
S 1.4972 -5.3624 -0.3458 0.04 -0.05 -0.01
C 0.7935 -3.7748 -0.4405 -0.02 0.09 -0.07
C -0.4494 -3.6725 -1.0484 0.09 0.10 -0.13
S -1.2157 -2.1938 -1.3734 0.07 0.23 0.35
S -1.1836 -5.1414 -1.6119 0.01 -0.06 -0.05
S 1.6750 -2.4267 0.0652 -0.01 0.15 0.31
F 4.0432 -2.5337 5.5606 0.01 -0.02 0.02
C 3.3014 -1.9183 4.6385 -0.01 0.02 0.01
C 1.9684 -1.6427 4.8733 -0.01 0.01 -0.01
F 1.4152 -1.9816 6.0405 -0.01 -0.02 0.02
C 1.2059 -1.0012 3.9138 0.00 -0.06 0.08
F -0.0628 -0.7144 4.2321 0.38 -0.03 0.07
C 1.7105 -0.6168 2.6662 0.04 0.06 -0.05
O 0.9885 0.0580 1.7827 -0.36 0.31 -0.05
C 3.0785 -0.8814 2.4892 0.01 -0.10 -0.03
F 3.6953 -0.4712 1.3718 -0.13 -0.56 -0.09
C 3.8552 -1.5199 3.4376 -0.02 -0.01 -0.03
F 5.1477 -1.7471 3.1932 0.01 0.01 0.00
```
Positions in Å, forces in eV/Å.

Largest force on an atom   0.641 eV/Å
Spin multiplicity   2
HOMO-LUMO gap (spin up / spin down)   6.534 / 5.184 eV
HOMO (spin up / spin down)   -7.51 / -7.61 eV
E_tot   -4004.05369 Ha
ΔE to the lowest compared entry with this formula, charge and spin   0.184 eV

***

# 3
Here is a molecular structure, C40H44CrGe2N2PSe2 in a non-equilibrium geometry from OMol25. Energies are from ωB97M-V with the def2-TZVPD basis set.

```
92
Properties=species:S:1:pos:R:3:forces:R:3
Cr 0.2393 -0.6638 -1.9606 0.58 -0.11 -0.40
Se -0.8086 1.1275 -0.5492 -0.35 0.17 0.33
P -1.7835 3.0460 -1.4966 0.36 0.44 0.12
Se -2.1047 -0.7382 -1.1459 -0.36 0.11 0.40
C -2.3064 3.8815 0.0581 -0.60 -0.87 -0.81
C -3.6577 3.7062 0.3639 0.35 0.40 0.43
C -4.1698 4.2454 1.5361 0.00 0.12 -0.06
C -3.3345 4.9505 2.3968 0.00 -0.08 -0.12
C -2.0000 5.1253 2.0724 0.18 0.09 0.35
C -1.4934 4.5968 0.9065 0.52 0.16 -0.19
C -0.2413 4.0047 -1.8889 -0.28 0.21 -0.32
C -0.3400 5.4041 -2.0717 -0.29 0.31 0.29
C 0.7620 6.1364 -2.5000 0.49 -0.40 -0.35
C 1.9547 5.4828 -2.8100 0.06 -0.80 0.28
C 2.0673 4.1038 -2.6301 -0.53 -0.06 -0.05
C 0.9609 3.3678 -2.1929 -0.02 0.72 -0.27
H -4.2881 3.1883 -0.3316 -0.32 -0.26 -0.16
H -5.2225 4.1466 1.7463 -0.12 -0.05 0.13
H -3.6898 5.3923 3.3153 -0.27 -0.07 0.04
H -1.3435 5.6595 2.7487 -0.05 0.07 -0.06
H -0.4731 4.7721 0.6065 0.28 -0.02 0.21
H -1.2738 5.9662 -1.8764 0.53 -0.63 -0.02
H 0.7649 7.2096 -2.6589 -0.49 -0.09 0.15
H 2.8005 6.0201 -3.2078 0.07 0.22 0.07
H 2.9777 3.5592 -2.8553 0.03 0.24 -0.07
H 0.9939 2.2913 -2.1653 0.28 -0.16 0.19
C 3.7925 -0.5337 0.2819 -0.05 -0.72 -0.46
C 2.6313 -1.2043 -0.5134 0.73 0.12 -0.61
Ge 1.3981 -2.1477 0.7660 -0.02 -0.94 -1.28
C 0.3568 -3.5675 -0.1949 0.80 0.49 0.03
C -0.5998 -4.3244 0.6783 0.38 -1.24 0.63
C 2.1449 -2.6016 2.5232 0.52 -0.43 -0.48
C 1.4712 -1.8224 3.3785 -0.40 0.34 -1.09
Ge 0.4362 -0.6232 2.1956 -1.00 1.23 1.00
C -1.4995 -0.5281 2.6609 0.54 -1.52 0.75
C -1.9967 -1.9594 3.0776 0.12 0.55 -0.68
C 1.3158 1.1593 2.1766 -0.53 0.20 1.34
C 0.5327 2.0451 3.2108 0.69 0.11 -1.21
C 1.5381 -1.7864 4.8092 -0.31 0.22 0.48
C 0.5548 -1.0969 5.5000 0.36 -0.31 0.51
C 0.6101 -1.0159 6.8755 -0.83 0.19 0.84
C 1.6153 -1.6419 7.6006 0.25 0.45 -0.05
C 2.6179 -2.2962 6.8949 0.20 -0.03 0.71
C 2.5530 -2.3742 5.5260 0.99 -0.17 0.01
H 4.6836 -0.3417 -0.3394 -0.42 -0.11 0.15
H 4.0658 -1.2382 1.0806 0.15 0.46 -0.09
H 3.4749 0.4016 0.7070 -0.07 0.28 0.34
H 3.1069 -1.8721 -1.2561 -0.33 0.24 0.39
H 2.1467 -0.3860 -1.1338 0.24 -0.31 0.34
H 1.0706 -4.2452 -0.6692 0.01 0.03 0.02
H -0.2260 -3.0912 -0.9784 0.13 0.03 -0.17
H -0.2514 -4.4429 1.7156 -0.19 0.18 -0.22
H -0.7274 -5.3445 0.2993 -0.06 0.09 0.00
H -1.5670 -3.8731 0.6631 -0.64 0.37 0.21
H 2.9081 -3.3079 2.8394 -0.04 -0.16 -0.09
H -2.0507 -0.1892 1.8082 -0.41 0.26 -0.39
H -1.6454 0.1558 3.4855 0.01 0.37 0.11
H -2.0978 -2.5543 2.1728 0.06 -0.12 0.02
H -2.9781 -1.9564 3.5358 -0.27 0.30 0.12
H -1.3474 -2.5057 3.7618 0.25 0.20 -0.02
H 1.3309 1.6011 1.1842 -0.15 0.15 -0.04
H 2.3568 1.0955 2.5009 -0.05 -0.29 0.02
H -0.4790 2.1918 2.8597 -0.33 0.30 -0.19
H 1.0312 3.0156 3.3171 -0.23 -0.10 0.10
H 0.4323 1.5880 4.1827 0.30 -0.27 0.36
H -0.2521 -0.6638 4.9583 -0.47 0.39 -0.23
H -0.1766 -0.4707 7.4107 0.34 -0.20 -0.21
H 1.6736 -1.5152 8.6824 -0.07 -0.18 -0.31
H 3.4912 -2.6977 7.4060 -0.28 -0.03 -0.01
H 3.3921 -2.8073 5.0061 0.04 -0.26 -0.17
C 1.5987 -4.4779 -3.8468 1.09 -0.50 0.42
C 1.5940 -3.3201 -3.0560 0.03 0.14 0.16
N 0.7017 -2.3534 -3.1742 0.11 -0.03 -0.32
C -0.2255 -2.4709 -4.1707 0.17 -0.15 -0.20
C -0.3633 -3.6420 -4.9146 -0.26 -0.62 -0.41
C 0.6160 -4.6769 -4.7544 -1.38 0.98 -0.51
C -1.4709 -3.7395 -5.8512 0.48 0.30 0.48
C -2.2561 -2.6670 -6.1050 0.51 0.35 -0.28
C -1.9747 -1.3761 -5.5275 0.65 -0.62 0.42
C -2.6202 -0.1815 -5.9109 0.09 -0.81 0.31
C -2.2902 0.9498 -5.2404 0.38 0.55 -0.47
C -1.2283 0.9454 -4.3171 -0.31 0.87 0.41
N -0.6092 -0.1279 -3.9119 -0.09 -1.07 -1.15
C -0.9731 -1.3050 -4.5414 -0.25 0.62 0.46
H 2.4087 -5.2072 -3.7068 -0.45 0.40 -0.05
H 2.3634 -3.1791 -2.3045 -0.24 -0.14 -0.10
H 0.5509 -5.5299 -5.4169 0.12 -0.17 0.21
H -1.6439 -4.6849 -6.3413 -0.01 -0.08 -0.10
H -3.0255 -2.7116 -6.8585 -0.24 -0.15 0.00
H -3.3336 -0.2178 -6.7228 -0.19 0.16 0.12
H -2.7592 1.8799 -5.5050 -0.02 0.29 0.08
H -0.8888 1.8846 -3.8790 -0.20 -0.16 -0.08
```
Positions in Å, forces in eV/Å.

Largest force on an atom   1.869 eV/Å
Net charge   +1
Spin multiplicity   5
HOMO-LUMO gap (spin up / spin down)   6.936 / 6.893 eV
HOMO (spin up / spin down)   -10.22 / -10.33 eV
E_tot   -12002.46875 Ha

***

# 4
Here is a molecular structure, C24H32Cl2N3O3Pt in a non-equilibrium geometry from OMol25. Energies are from ωB97M-V with the def2-TZVPD basis set.

```
65
Properties=species:S:1:pos:R:3:forces:R:3
O 1.7680 1.1221 -0.5281 0.85 -0.69 0.88
C 1.5099 1.4549 -1.7525 -0.62 -0.36 -0.59
C 1.4386 2.9827 -1.8879 -0.25 -1.04 -0.20
C 1.0703 3.7255 -0.7695 0.06 0.83 -0.05
H 0.7988 3.2089 0.1520 0.13 0.04 -0.39
C 1.0656 5.1288 -0.8427 -0.20 -0.85 0.47
H 0.7714 5.6868 0.0583 0.15 -0.07 -0.55
C 1.4221 5.7600 -2.0235 0.29 0.39 -0.78
H 1.4187 6.8560 -2.0823 0.01 -0.42 0.01
C 1.8012 5.0094 -3.1540 -0.29 -0.70 0.74
H 2.0885 5.4936 -4.0774 0.01 0.14 -0.02
C 1.7995 3.6013 -3.0730 -0.02 1.16 -0.08
H 2.0890 2.9820 -3.9252 -0.07 0.20 0.16
H 2.2267 1.0217 -2.5110 -0.28 0.41 -0.10
C 0.4212 -0.4505 -3.3804 -1.07 -0.59 0.17
C -0.0200 0.5487 -2.3204 2.69 3.06 -1.19
H 0.5054 0.0053 -4.3870 0.04 -0.06 0.53
H -0.3496 -1.2445 -3.4142 0.51 0.13 -0.28
H 1.3723 -0.9026 -3.1116 0.19 -0.08 -0.04
C -1.0139 1.4759 -2.6951 0.77 0.06 0.49
C -2.0558 1.2721 -3.7040 -0.59 -0.65 -0.65
H -1.0543 2.4127 -2.1390 -0.07 -0.28 -0.18
H -1.9792 1.9805 -4.5334 0.06 0.21 -0.09
H -3.0399 1.4293 -3.2441 0.01 -0.05 -0.08
H -2.0499 0.2524 -4.1279 0.00 0.46 0.22
Pt -0.5053 -0.1943 -0.5109 -1.84 -0.21 -1.76
Cl -1.6299 1.7447 0.2152 -1.07 1.09 0.83
Cl -2.2419 -1.2949 -1.7607 -1.11 -0.80 -0.43
C -2.8142 -1.1104 1.3318 3.01 -0.29 -1.12
O -1.5966 -1.3557 1.0830 -3.37 -0.18 1.89
N -3.5119 -1.8762 2.1700 -0.53 -0.44 0.50
C -2.9317 -3.0813 2.7426 -0.06 -0.05 0.05
C -4.9247 -1.6521 2.4094 0.08 -0.01 -0.19
H -3.3376 -0.2592 0.8618 0.23 -0.24 0.20
H -1.8502 -3.1006 2.5542 -0.45 0.08 0.01
H -3.4038 -3.9760 2.3024 0.19 0.24 0.07
H -3.1313 -3.0930 3.8240 0.12 -0.01 -0.19
H -5.1904 -0.6552 2.0445 -0.02 -0.20 0.09
H -5.1376 -1.7229 3.4824 0.02 0.10 -0.12
H -5.5420 -2.4004 1.8901 0.11 0.14 0.07
H 1.6731 -4.7587 -0.4892 -0.02 0.07 -0.09
H 4.5277 -3.7303 -0.4136 -0.09 0.21 -0.15
C 1.9076 -4.1653 -1.3802 -0.11 -0.19 -0.31
C 4.1000 -2.9852 -1.1033 -0.23 0.00 0.18
N 2.6416 -2.9699 -1.0197 0.94 -0.26 0.00
H 0.9667 -3.8997 -1.8796 0.32 -0.03 0.17
C 1.9772 -1.9138 -0.5788 -3.82 0.17 -0.31
O 0.6834 -1.9510 -0.6414 4.14 -0.88 0.09
H 4.4764 -1.9869 -0.8439 -0.07 -0.32 -0.11
H 2.5329 -1.0413 -0.2021 -0.33 0.09 -0.29
H 2.5365 -4.7619 -2.0445 -0.10 0.01 0.01
H 4.4138 -3.2435 -2.1256 -0.08 0.15 0.26
N 0.4549 -0.0730 1.3545 2.04 0.73 4.61
C 0.5151 0.0608 2.5136 -0.10 -0.23 -1.82
C 0.4455 0.1092 3.9551 -0.19 0.06 0.87
C -0.8027 0.3319 4.5786 -0.06 -0.09 -0.05
C -0.9380 0.2600 5.9698 0.93 -0.11 -0.11
C 0.1997 -0.0046 6.7667 -0.59 0.14 -0.51
C 1.4445 -0.1792 6.1597 0.16 0.00 0.18
C 1.5729 -0.1193 4.7719 -0.14 -0.03 -0.50
H -1.6697 0.5550 3.9485 0.33 -0.13 0.20
H -1.9134 0.4079 6.4334 0.27 -0.01 -0.14
H 0.0911 -0.0632 7.8518 0.11 0.01 -0.33
H 2.3360 -0.3696 6.7820 -0.56 0.13 -0.42
H 2.5454 -0.2592 4.2878 -0.38 0.03 0.26
```
Positions in Å, forces in eV/Å.

Largest force on an atom   5.097 eV/Å
Net charge   -1
Spin multiplicity   3
HOMO-LUMO gap (spin up / spin down)   4.471 / 5.412 eV
HOMO (spin up / spin down)   -2.15 / -3.09 eV
E_tot   -2363.30715 Ha
ΔE to the lowest compared entry with this formula, charge and spin   1.242 eV

***

# 5
Here is a gas-phase ion, C10H7F2O3 (charge -1) in a non-equilibrium geometry from OMol25. Energies are from ωB97M-V with the def2-TZVPD basis set.

```
22
Properties=species:S:1:pos:R:3:forces:R:3
C 0.3475 1.5305 0.6497 0.14 -1.52 1.61
C 0.3962 0.3517 1.3463 -0.27 2.24 -1.37
C 0.9516 1.6213 -0.6510 1.07 0.12 -0.93
C 0.7190 -0.9317 0.6482 -2.82 0.90 0.22
C 1.5780 0.5673 -1.2279 -0.30 0.49 -1.28
C 1.5835 -0.7584 -0.5349 2.94 0.81 -1.14
C -1.4930 -1.0403 -0.6534 -0.41 0.28 1.04
C -0.8209 -1.5006 0.4758 1.60 0.62 -3.11
C -2.8482 -1.4043 -0.9338 -0.92 -1.59 -0.21
C 2.7049 -1.5252 -0.6802 -1.10 -0.59 0.07
O -3.4813 -2.3141 -0.0651 2.58 1.23 1.24
O -3.4190 -1.0401 -1.9544 -0.38 -0.06 0.52
O -1.1593 -2.4184 1.2273 -0.51 -0.39 1.51
F 3.7202 -1.4470 -1.5712 -1.10 0.49 0.47
F 2.9050 -2.6641 0.0175 -0.13 0.65 -0.22
H -0.1911 2.3185 1.1737 0.43 0.33 -0.56
H -0.0969 0.4870 2.3007 0.10 -1.16 0.24
H 1.1036 2.5928 -1.1384 -0.51 -0.34 0.15
H 1.0839 -1.6735 1.2537 1.13 -1.62 1.69
H 2.0421 0.7612 -2.2669 -0.54 -0.77 1.95
H -1.1983 -0.2455 -1.3180 0.69 0.06 0.24
H -2.7515 -2.4104 0.7301 -1.71 -0.18 -2.11
```
Positions in Å, forces in eV/Å.

Largest force on an atom   3.557 eV/Å
SMILES string   O=C(O)/C=C(\[O-])[C@@H]1C=CC=CC1=C(F)F
Net charge   -1
HOMO-LUMO gap   7.221 eV
HOMO   -3.97 eV
E_tot   -810.70909 Ha
ΔE to the lowest compared entry with this formula, charge and spin   2.081 eV

***

Question: The highest E_tot belongs to which entry?
Answer: C7H18O3